1.
{
  "formula": "C2H5NO4S2",
  "method": "wB97M-V/def2-TZVPD",
  "elements": ["C", "C", "N", "O", "O", "O", "O", "S", "S", "H", "H", "H", "H", "H"],
  "positions_angstrom": [[0.25430, -1.71068, 0.88833], [-0.04165, 1.73945, -0.92643], [-0.02699, 0.30810, -0.70219], [-2.31234, -1.23541, -0.38669], [-1.73295, 0.60214, 1.15780], [1.93872, 0.29644, 1.16298], [2.16001, -0.99834, -0.87231], [-1.32731, -0.39932, 0.21774], [1.32738, -0.52221, 0.17405], [0.03866, -1.96715, 1.85814], [0.16556, -2.45013, 0.21204], [0.89936, 2.10237, -0.52482], [-0.49567, 1.97700, -1.90600], [-0.84708, 2.25772, -0.35265]],
  "forces_ev_per_a": [[5.10, 0.19, -0.49], [-1.67, 0.60, 1.00], [-0.09, -1.02, -0.01], [-0.86, -0.33, -1.77], [-0.90, 1.50, 0.35], [-0.37, 0.81, 0.39], [-0.22, -0.72, -0.45], [-1.79, 1.37, 1.21], [-0.53, 0.11, 0.34], [-0.37, 0.32, 2.32], [-0.71, -2.64, -2.23], [0.15, 0.68, -0.92], [1.57, -0.28, -0.26], [0.68, -0.60, 0.52]],
  "total_energy_ha": -1231.01472,
  "max_force_ha_per_bohr": 0.0996,
  "e_homo_ev": [-7.0, -10.8],
  "lumo_energy_ev": [0.3, -4.5],
  "spin_multiplicity": 3,
  "total_charge": 0
}

2.
{
  "formula": "C5H11F2NO",
  "method": "wB97M-V/def2-TZVPD",
  "elements": ["C", "C", "C", "C", "C", "N", "O", "F", "F", "H", "H", "H", "H", "H", "H", "H", "H", "H", "H", "H"],
  "positions_angstrom": [[-0.97208, 1.71382, -0.20027], [-2.55810, -0.78619, -0.18518], [3.02844, -1.10605, 0.13715], [1.06743, 0.27949, -0.19662], [-0.56574, 0.47001, 0.40463], [-1.17734, -0.80195, 0.17868], [1.69832, -0.84091, 0.41968], [1.63287, 1.54567, 0.04091], [-0.28555, 0.62496, 1.83892], [-2.07180, 1.86286, -0.29327], [-0.55424, 1.71479, -1.16077], [-0.52024, 2.52232, 0.39274], [-2.93910, -1.82872, -0.23502], [-3.27716, -0.13477, 0.35479], [-2.51239, -0.45579, -1.21063], [3.11666, -2.06622, -0.23879], [3.72630, -0.88043, 0.97062], [3.22000, -0.41284, -0.63611], [0.98957, 0.00409, -1.29691], [-1.04585, -1.42415, 0.91545]],
  "forces_ev_per_a": [[-2.32, 1.44, 0.76], [-1.12, -0.41, -1.17], [0.47, 2.34, 0.41], [-2.17, -1.23, 0.88], [5.54, -3.46, 1.37], [-0.45, 2.08, -0.39], [-2.62, 1.77, 1.25], [0.52, -1.58, -0.37], [-0.94, 0.07, -1.40], [0.72, -0.07, 0.25], [0.40, 0.38, -1.58], [-0.29, -0.26, -0.36], [0.17, 0.69, 0.25], [0.53, -0.40, 0.14], [-0.82, 0.24, -0.57], [0.33, -2.08, -0.45], [-0.59, -0.32, -0.27], [1.35, 0.59, -1.20], [0.30, 1.09, 0.93], [0.99, -0.88, 1.51]],
  "total_energy_ha": -526.76571,
  "max_force_ha_per_bohr": 0.1298,
  "e_homo_ev": -9.3,
  "lumo_energy_ev": 0.9,
  "e_above_lowest_kcal_mol": 56.5,
  "smiles": "CN[C@@](C)(F)[C@@H](F)OC",
  "total_charge": 0
}

3.
{
  "formula": "H18O9",
  "method": "wB97M-V/def2-TZVPD",
  "elements": ["O", "H", "H", "O", "H", "H", "O", "H", "H", "O", "H", "H", "O", "H", "H", "O", "H", "H", "O", "H", "H", "O", "H", "H", "O", "H", "H"],
  "positions_angstrom": [[1.70472, 0.79064, -1.89191], [0.80896, 1.12701, -1.91843], [2.15076, 1.34595, -1.25245], [1.11039, -3.78384, 0.39719], [1.12951, -2.83203, 0.29764], [1.77899, -3.96966, 1.05650], [-4.08216, 0.91833, -1.36653], [-3.38228, 0.27048, -1.44836], [-4.69117, 0.53524, -0.73520], [0.01190, 1.99996, 2.61494], [-0.16378, 1.37004, 3.31392], [0.04171, 1.47140, 1.81747], [2.32393, -1.46536, -0.35186], [2.12142, -0.89336, -1.09215], [2.93764, -2.10866, -0.70649], [3.17780, -0.45590, 1.99096], [3.97230, -0.92476, 2.24627], [2.98345, -0.77514, 1.10974], [-3.32190, 2.44485, 1.04683], [-2.68961, 3.10868, 1.32209], [-2.81948, 1.85198, 0.48799], [-0.23254, 0.56911, 0.28413], [-0.62121, 0.20968, -0.51335], [0.41595, -0.08284, 0.54996], [-1.62067, -0.21031, -2.03578], [-1.42514, 0.49370, -2.65415], [-1.61949, -1.00526, -2.56897]],
  "forces_ev_per_a": [[0.85, -0.58, -0.40], [-0.71, 0.12, -0.12], [0.17, 0.37, 0.37], [-0.27, -0.79, 0.07], [0.07, 0.48, -0.20], [0.10, -0.02, 0.21], [-0.50, 0.32, 0.03], [0.66, -0.36, -0.33], [-0.21, 0.05, 0.22], [0.12, 0.56, 0.64], [-0.03, -0.10, 0.13], [-0.25, -0.11, -0.60], [0.22, -0.31, 0.48], [-0.48, 0.99, -0.79], [0.16, -0.42, -0.16], [0.20, 0.34, 0.90], [0.17, -0.03, 0.14], [-0.30, -0.19, -0.73], [-0.35, 0.22, 0.31], [0.26, 0.05, 0.16], [0.08, -0.21, -0.35], [0.18, 0.39, 0.79], [-0.57, -0.36, -0.76], [0.33, -0.36, -0.01], [-0.28, -0.07, 1.33], [0.24, 0.84, -0.82], [0.17, -0.83, -0.51]],
  "total_energy_ha": -687.94454,
  "max_force_ha_per_bohr": 0.0265,
  "e_homo_ev": [0.0, -7.9],
  "lumo_energy_ev": [2.8, 2.7],
  "e_above_lowest_kcal_mol": 7.3,
  "spin_multiplicity": 2,
  "total_charge": -1
}

4.
{
  "formula": "C5H10O",
  "method": "wB97M-V/def2-TZVPD",
  "elements": ["O", "C", "C", "C", "C", "C", "H", "H", "H", "H", "H", "H", "H", "H", "H", "H"],
  "positions_angstrom": [[2.70264, 0.34638, 0.14819], [1.52473, -0.26695, 0.44988], [0.35817, -0.02558, -0.39756], [-0.49205, -1.21121, 0.00748], [-1.82921, 0.45818, -0.35482], [-0.60031, 1.24177, -0.23410], [3.25411, 0.39795, 0.93789], [0.66492, -1.76432, 0.25375], [1.31901, -0.36273, 1.52109], [0.61026, -0.11922, -1.45695], [-0.91484, -1.21267, 1.01042], [-0.94441, -1.86328, -0.73229], [-2.22727, 0.26585, -1.34827], [-2.54996, 0.42653, 0.45549], [-0.46884, 1.70279, 0.74894], [-0.40695, 1.98650, -1.00913]],
  "forces_ev_per_a": [[0.27, 0.24, 0.05], [0.29, 0.55, 0.45], [-0.32, 0.41, -0.24], [1.92, -1.62, 0.42], [-1.37, 1.03, -0.27], [0.66, -0.30, 0.08], [-0.02, -0.03, -0.15], [-1.43, -0.30, -0.15], [0.05, -0.02, -0.17], [0.04, 0.00, 0.08], [-0.04, 0.08, -0.20], [-0.10, 0.20, 0.09], [0.09, -0.06, 0.16], [0.08, -0.04, -0.13], [-0.02, -0.07, -0.11], [-0.09, -0.08, 0.10]],
  "total_energy_ha": -271.54083,
  "max_force_ha_per_bohr": 0.0495,
  "e_homo_ev": [-7.0, -7.2],
  "lumo_energy_ev": [0.8, 0.8],
  "e_above_lowest_kcal_mol": 132.9,
  "total_charge": 0
}

5.
{
  "formula": "H14O7",
  "method": "wB97M-V/def2-TZVPD",
  "elements": ["H", "H", "H", "H", "H", "H", "H", "H", "H", "H", "H", "H", "H", "H", "O", "O", "O", "O", "O", "O", "O"],
  "positions_angstrom": [[0.03228, -0.18019, 0.45550], [0.00801, -1.49321, -0.36530], [2.74726, 1.68878, -0.08484], [1.46404, 1.77189, 0.63421], [-1.36611, 1.19584, -3.60310], [-2.34048, 0.34218, -4.43029], [-1.31471, -1.18166, 1.51116], [-1.38542, -2.17153, 2.44106], [-1.63828, -1.18255, -1.15029], [-3.11537, -1.25181, -0.83169], [-0.55724, 2.15902, 2.41234], [-0.77766, 1.68272, 3.88157], [4.43302, -1.29037, 0.15115], [3.62715, -0.10198, -0.51350], [-0.02190, -0.58140, -0.41356], [1.80886, 1.53082, -0.27602], [-1.75258, 0.25431, -3.67120], [-0.70828, -1.52179, 2.13711], [-2.46326, -0.81036, -1.39784], [-1.00199, 1.48423, 2.96481], [4.32266, -0.34295, 0.14873]],
  "forces_ev_per_a": [[0.24, -0.47, 0.08], [0.57, -2.80, 0.88], [-0.04, 0.00, -0.40], [0.19, -0.51, -1.63], [-0.81, -2.28, 0.00], [-0.03, -0.15, 0.02], [-0.55, 1.66, -1.61], [1.30, 0.03, 0.68], [1.17, -0.02, 0.21], [0.17, 0.15, -0.27], [-0.45, -0.44, 0.70], [0.07, 0.06, -0.21], [-0.20, -0.33, -0.22], [0.80, -0.85, 0.85], [0.04, 2.91, -0.93], [0.13, 0.85, 2.13], [1.03, 2.60, -0.43], [-0.94, -1.89, 1.15], [-2.33, -0.12, 0.21], [0.34, 0.51, -0.55], [-0.69, 1.10, -0.66]],
  "total_energy_ha": -535.00417,
  "max_force_ha_per_bohr": 0.0594,
  "e_homo_ev": -10.3,
  "lumo_energy_ev": 0.3,
  "e_above_lowest_kcal_mol": 75.1,
  "smiles": "O.O.O.O.O.O.O",
  "total_charge": 0
}